Entry 1:
Entry from the Open Molecules 2025 dataset: 2 unconnected molecules or ions with the total composition C4H11NO2 at a distorted geometry (ωB97M-V with the def2-TZVPD basis set).

Computed properties:
strongest force on any atom = 2.08 eV Å⁻¹
charge = 0
SMILES = CCC(N)=O.CO
LUMO level = 0.70 eV
HOMO energy = -9.70 eV

Geometry (Å):
C: -1.07628 2.46138 0.08297
C: -0.96761 1.13340 0.81228
C: -1.45009 0.06100 -0.18518
N: -0.44189 -0.40343 -0.99469
O: -2.58209 -0.35803 -0.23590
H: -2.10392 2.73109 -0.15885
H: -0.46021 2.55797 -0.80313
H: -0.78060 3.30308 0.69132
H: 0.01620 0.82027 1.13878
H: -1.72647 1.06209 1.59560
H: -0.38865 -1.25201 -1.52711
H: 0.44263 0.06881 -0.89530
C: 2.19013 -2.10337 -0.16535
O: 1.58936 -1.57351 1.01919
H: 1.96648 -1.51676 -1.06568
H: 1.85999 -3.13002 -0.32217
H: 3.25452 -2.02396 0.00037
H: 0.65850 -1.83799 1.01285



Entry 2:
Entry from the Open Molecules 2025 dataset: 2 unconnected molecules or ions with the total composition C4H11NO2 at a distorted geometry (ωB97M-V with the def2-TZVPD basis set).

Computed properties:
strongest force on any atom = 2.69 eV Å⁻¹
charge = 0
SMILES = NCCCC=O.O
LUMO level = 0.80 eV
HOMO energy = -9.12 eV

Geometry (Å):
N: 1.31116 -0.02694 2.48112
C: 0.81065 -0.68930 1.29967
C: -0.21181 0.18641 0.45648
C: -1.17601 -0.71508 -0.31039
C: -1.91041 0.05946 -1.36139
O: -1.49198 0.77238 -2.23598
H: 1.95274 0.71133 2.30831
H: 0.56515 0.32480 3.06066
H: 0.39516 -1.65799 1.59303
H: 1.66783 -0.91056 0.66085
H: -0.65279 0.91966 1.12379
H: 0.51372 0.63360 -0.22095
H: -1.92761 -1.13934 0.35602
H: -0.62787 -1.53997 -0.76924
H: -3.00693 -0.16286 -1.39557
O: 1.49700 0.77046 -2.41156
H: 0.58036 0.83560 -2.62149
H: 1.71162 1.62834 -2.01337



Entry 3:
Entry from the Open Molecules 2025 dataset: 2 unconnected molecules or ions with the total composition C4H11NO2 at a distorted geometry (ωB97M-V with the def2-TZVPD basis set).

Computed properties:
strongest force on any atom = 6.93 eV Å⁻¹
charge = 0
SMILES = C[N+]1(C)C[C@@H]1[O-].O
LUMO level = 0.66 eV
HOMO energy = -8.46 eV

Geometry (Å):
C: 0.31481 -1.59557 0.03319
N: 1.15128 -0.41353 0.10357
C: 1.94718 -0.21677 -1.09703
C: 0.97469 0.79449 0.98140
C: -0.22854 0.79268 0.04145
O: -1.44193 0.69327 0.26201
H: -0.56054 -1.53191 0.68257
H: -0.11498 -1.71639 -0.96901
H: 0.87871 -2.51835 0.17149
H: 1.29523 0.22938 -1.86941
H: 2.22506 -1.20928 -1.47481
H: 2.78746 0.43449 -0.88464
H: 1.62969 1.65100 0.90071
H: 0.69149 0.93132 2.03358
H: -0.04566 1.69140 -0.62988
O: -4.01559 0.82520 0.92486
H: -3.07437 0.74062 0.64339
H: -4.41397 0.41795 0.14655



Entry 4:
Entry from the Open Molecules 2025 dataset: a molecular structure, C4H11NO2 at a distorted geometry (ωB97M-V with the def2-TZVPD basis set).

Computed properties:
strongest force on any atom = 3.86 eV Å⁻¹
charge = 0
LUMO level = 0.22 eV
HOMO energy = -7.76 eV

Geometry (Å):
C: -0.31443 -1.08248 -1.38217
C: 1.53052 1.16817 0.00121
C: 1.16006 -0.07012 0.78832
O: -0.39770 -0.77436 0.00403
N: 2.10390 -0.97921 0.94928
H: 1.73112 -1.75541 1.50048
H: -0.65046 -0.25403 -2.01849
H: -0.90036 -1.98212 -1.58784
H: 0.71438 -1.29848 -1.67820
H: 2.16370 1.80434 0.62144
H: 0.63664 1.73414 -0.26810
H: 2.06481 0.89121 -0.90902
C: -1.83813 0.20722 0.76468
O: -2.00214 1.30265 -0.00668
H: -2.36849 1.03551 -0.86294
H: -2.51801 -0.62469 0.62966
H: -1.61898 0.47875 1.79011
H: 0.50356 0.19889 1.66423



Entry 5:
Entry from the Open Molecules 2025 dataset: 2 unconnected molecules or ions with the total composition C4H11NO2 at a distorted geometry (ωB97M-V with the def2-TZVPD basis set).

Computed properties:
strongest force on any atom = 7.77 eV Å⁻¹
charge = +1
⟨S²⟩ = 0.7550
LUMO level (spin up / spin down) = -3.64 / -9.12 eV
spin multiplicity = 2
HOMO energy (spin up / spin down) = -13.57 / -13.56 eV

Geometry (Å):
C: -0.08573 1.98182 -1.31618
C: -1.54916 2.13485 -0.80552
O: -1.88169 1.48957 0.50103
O: -2.41093 2.58475 -1.35194
H: -0.06043 1.60619 -2.25197
H: 0.45876 1.19690 -0.58323
H: 0.59433 2.90181 -1.05000
C: 1.29700 -1.49173 1.06947
C: -0.14644 -0.91149 0.90382
N: 1.46275 -2.36519 -0.15247
H: 1.85304 -0.54644 1.40924
H: 1.24317 -2.19864 1.92315
H: -0.30753 -0.33402 -0.00666
H: -0.17896 -0.36477 1.81333
H: 1.25389 -1.83123 -0.96665
H: -2.68814 0.86604 0.31580
H: 2.10520 -3.05791 -0.33679
H: -0.95912 -1.66051 0.88556



Entry 6:
Entry from the Open Molecules 2025 dataset: 3 unconnected molecules or ions with the total composition C4H11NO2 at a distorted geometry (ωB97M-V with the def2-TZVPD basis set).

Computed properties:
strongest force on any atom = 3.02 eV Å⁻¹
charge = +1
⟨S²⟩ = 0.7732
LUMO level (spin up / spin down) = -4.55 / -7.76 eV
spin multiplicity = 2
HOMO energy (spin up / spin down) = -13.65 / -13.65 eV

Geometry (Å):
N: -1.85895 -2.05318 0.10621
C: -0.53759 -1.69856 0.20148
C: 0.23381 -1.00545 -0.74158
C: 1.61363 -0.73283 -0.52303
C: 2.66969 -0.95388 -1.33160
H: -2.08697 -3.02384 0.02924
H: -2.32854 -1.47003 -0.58889
H: 0.07597 -1.80560 1.11901
H: -0.38675 -0.58608 -1.53141
H: 1.89220 -0.25112 0.46492
H: 3.72823 -0.80838 -1.14098
H: 2.41001 -1.72956 -2.09290
H: 0.77166 1.62123 1.62387
H: 1.37825 2.99812 1.35660
O: 0.52924 2.50989 1.34453
H: -2.61888 3.06148 0.89017
H: -1.17459 2.82746 0.46346
O: -2.09490 2.47546 0.28444



Entry 7:
Entry from the Open Molecules 2025 dataset: a gas-phase ion, C4H11NO2 (charge +1) at a distorted geometry (ωB97M-V with the def2-TZVPD basis set).

Computed properties:
strongest force on any atom = 6.71 eV Å⁻¹
charge = +1
⟨S²⟩ = 0.7555
LUMO level (spin up / spin down) = -3.12 / -8.46 eV
spin multiplicity = 2
HOMO energy (spin up / spin down) = -15.39 / -15.25 eV

Geometry (Å):
C: -0.73579 0.15074 0.89998
C: 0.45839 -0.77387 0.97338
C: 1.06064 -0.31096 2.30495
O: 1.36654 -0.53098 -0.12993
N: -1.38141 0.10796 -0.43438
C: -1.10788 0.84944 -1.55505
O: 0.07529 0.59175 -2.25577
H: -1.41389 -0.24987 1.61684
H: -0.51339 1.26764 1.03117
H: -0.00406 -1.83870 1.00111
H: 1.07612 -1.44247 2.92315
H: 2.08072 -0.00109 2.33913
H: 0.56886 0.40606 2.86347
H: 2.28867 -0.60462 0.28772
H: -1.63995 -0.78425 -0.60652
H: -0.99694 1.91799 -1.18139
H: -1.89171 0.64344 -2.22760
H: 0.52856 -0.04811 -1.66044



Entry 8:
Entry from the Open Molecules 2025 dataset: a gas-phase ion, C4H11NO2 (charge +1) at a distorted geometry (ωB97M-V with the def2-TZVPD basis set).

Computed properties:
strongest force on any atom = 5.86 eV Å⁻¹
charge = +1
⟨S²⟩ = 0.7571
LUMO level (spin up / spin down) = -3.40 / -9.18 eV
spin multiplicity = 2
HOMO energy (spin up / spin down) = -14.84 / -14.75 eV

Geometry (Å):
C: 0.46597 -0.85534 -1.32582
O: 1.73289 -0.33233 -1.56662
C: 0.14268 -0.97218 0.15755
C: -0.03730 0.47878 0.94048
C: -0.90248 1.66597 0.45631
O: 1.21542 1.02767 1.13310
N: -1.04580 -1.72572 0.21784
H: 0.31864 -1.87424 -1.92909
H: -0.34185 -0.21100 -1.92579
H: 1.32469 -1.21487 0.45791
H: -0.39132 0.40798 1.95384
H: -0.52020 2.70154 0.08878
H: -1.37610 2.04642 1.36737
H: -1.54799 1.27821 -0.25761
H: 1.70009 1.38129 0.45174
H: -1.51562 -1.81077 1.23265
H: -0.97482 -2.65700 -0.08600
H: 1.75310 0.66560 -1.36664



Entry 9:
Entry from the Open Molecules 2025 dataset: 2 unconnected molecules or ions with the total composition C4H11NO2S at a distorted geometry (ωB97M-V with the def2-TZVPD basis set).

Computed properties:
strongest force on any atom = 3.48 eV Å⁻¹
charge = -2
LUMO level = 5.98 eV
HOMO energy = 0.09 eV

Geometry (Å):
C: -0.05809 -0.91996 0.44396
C: -0.13265 0.51254 -0.17052
C: 0.76179 0.74716 -1.37127
S: 2.55046 0.90159 -1.00819
N: -1.53953 0.75335 -0.63305
C: -2.76247 0.31546 0.32028
O: -3.31139 -0.84558 0.04944
H: -1.03388 -1.35884 0.13112
H: 0.73915 -1.58075 0.41964
H: -0.19178 -0.81470 1.53290
H: 0.09784 1.21589 0.68244
H: 0.49042 1.66242 -1.81169
H: 0.62097 -0.05256 -2.11856
H: -1.66740 0.02861 -1.42465
H: -3.47094 1.08409 0.07959
H: -2.32271 0.53561 1.37555
H: 4.26958 -1.27086 1.06843
H: 3.25365 -0.20301 0.85586
O: 3.70698 -0.71047 1.57873



Entry 10:
Entry from the Open Molecules 2025 dataset: 2 unconnected molecules or ions with the total composition C4H11NO2S at a distorted geometry (ωB97M-V with the def2-TZVPD basis set).

Computed properties:
strongest force on any atom = 3.24 eV Å⁻¹
charge = -2
LUMO level = 5.91 eV
HOMO energy = -0.01 eV

Geometry (Å):
C: 0.72583 -1.17447 0.07223
N: 1.73843 -0.61686 -0.86925
C: 2.40846 0.73973 -0.43857
O: 3.69226 0.47817 -0.16326
C: -0.57594 -0.42080 0.10918
C: -1.43107 -0.60681 1.36102
S: -3.25075 -0.20204 1.30711
H: 1.24122 -1.24908 1.04568
H: 0.51941 -2.22764 -0.17902
H: 2.43151 -1.28300 -1.16163
H: 1.77597 1.18720 0.36284
H: 2.24558 1.24552 -1.40178
H: -1.19469 -0.43370 -0.78707
H: -0.30416 0.67047 0.02438
H: -1.05331 0.01558 2.16806
H: -1.40351 -1.64320 1.58431
H: -1.74285 1.84331 -1.13811
H: -3.14986 1.66497 -0.55645
O: -2.67254 2.01266 -1.33966



Entry 11:
Entry from the Open Molecules 2025 dataset: 2 unconnected molecules or ions with the total composition C4H11NO2S at a distorted geometry (ωB97M-V with the def2-TZVPD basis set).

Computed properties:
strongest force on any atom = 4.97 eV Å⁻¹
charge = 0
SMILES = N[C@@H](C=O)CCS.O
LUMO level = 0.40 eV
HOMO energy = -9.05 eV

Geometry (Å):
N: 2.37875 -0.10333 -0.10101
C: 0.92737 -0.21251 0.40192
C: 0.59104 0.65120 1.56376
O: 1.26766 1.62759 1.92264
C: -0.00610 0.33109 -0.65890
C: -0.47708 -0.96184 -1.48287
S: -1.32797 -0.57931 -3.17753
H: 2.80712 0.74007 0.00469
H: 2.92827 -0.90028 0.21540
H: 0.86355 -1.27350 0.74790
H: -0.24371 0.26611 2.20499
H: -0.91000 0.80504 -0.24755
H: 0.55101 1.12810 -1.21426
H: -1.26540 -1.50520 -0.85038
H: 0.48364 -1.53771 -1.64087
H: -1.53690 0.61592 -2.94679
O: -2.22566 0.05582 1.52053
H: -2.18365 -0.04393 2.45936
H: -2.62193 0.89667 1.27895



Entry 12:
Entry from the Open Molecules 2025 dataset: 2 unconnected molecules or ions with the total composition C4H11NO2S at a distorted geometry (ωB97M-V with the def2-TZVPD basis set).

Computed properties:
strongest force on any atom = 7.23 eV Å⁻¹
charge = 0
SMILES = NC(=O)CCCS.O
LUMO level = 0.57 eV
HOMO energy = -8.93 eV

Geometry (Å):
N: -2.74195 0.35593 -0.06309
C: -1.44387 0.96563 -0.13962
O: -1.16430 1.60992 0.88982
C: -0.68870 1.10325 -1.43520
C: 0.38143 -0.05179 -1.57803
C: 1.57201 0.19351 -0.46661
S: 2.52422 -1.33055 -0.36705
H: -3.11545 0.24703 0.85261
H: -3.00930 -0.27963 -0.75328
H: -1.39216 1.08272 -2.26100
H: -0.28076 2.15840 -1.35931
H: -0.24429 -1.02771 -1.38340
H: 0.81931 -0.11446 -2.56642
H: 2.32431 0.71847 -0.89907
H: 1.27738 0.64019 0.52614
H: 1.57976 -2.04234 0.42187
O: 1.43740 -1.65543 3.44353
H: 0.80839 -1.49315 2.84510
H: 1.35658 -1.08001 4.29303